1.
{"formula": "C10H10N2", "method": "the ωB97M-V functional and the def2-TZVPD basis", "orbital_gap_ha": 0.341, "spin_multiplicity": 1, "total_charge": 0, "symbols": ["C", "C", "C", "C", "C", "C", "C", "C", "C", "C", "H", "H", "H", "H", "H", "H", "H", "H", "H", "H", "N", "N"], "positions_angstrom": [[-2.9692, 0.4225, -0.0953], [-2.4953, -1.0813, -0.0363], [-0.9578, -1.0527, -0.4361], [1.0298, -1.0348, -0.1291], [2.3964, -1.5355, 0.0471], [3.3381, -0.4912, -0.0396], [3.0207, 0.9639, -0.1040], [1.7736, 1.4018, -0.0297], [0.8518, 0.2759, -0.2704], [-1.6197, 1.1870, 0.2420], [-3.5852, 0.7488, 0.8552], [-3.4650, 0.9435, -1.1201], [-2.5789, -1.2798, 1.0136], [-3.3247, -1.8731, -0.3335], [2.5575, -2.7086, 0.2195], [4.3529, -0.8731, 0.2878], [3.7781, 1.8757, -0.2087], [1.3485, 2.4254, -0.3080], [-1.3477, 1.2968, 1.3563], [-1.5013, 2.0362, -0.3819], [-0.0638, -1.9390, -0.0516], [-0.5389, 0.2915, -0.4772]], "forces_ev_per_a": [[-0.146, 2.350, 0.401], [-1.686, 0.008, -0.965], [-2.989, 0.275, 2.827], [5.136, -5.696, 1.470], [-0.856, 1.022, -0.432], [1.099, -1.197, 1.671], [3.814, 0.520, 0.295], [-4.285, -1.183, -2.920], [-2.718, 2.933, 1.103], [1.532, -2.123, -1.436], [0.398, -1.061, -2.223], [1.372, -1.940, 2.807], [0.820, -0.162, 0.901], [2.168, 1.561, -0.623], [0.020, 3.105, -0.411], [-0.812, 1.184, -1.003], [-0.865, -2.745, 0.460], [1.094, -1.366, 0.924], [-0.500, -0.150, -1.809], [-0.391, 1.576, 0.454], [0.058, 3.193, -2.356], [-2.264, -0.104, 0.865]]}


2.
{"formula": "C52H46BrClN7O5PPb", "method": "the ωB97M-V functional and the def2-TZVPD basis", "orbital_gap_ha": 0.290, "spin_multiplicity": 1, "total_charge": 0, "symbols": ["Pb", "O", "C", "C", "C", "C", "C", "C", "C", "O", "N", "N", "C", "C", "Br", "C", "C", "C", "C", "C", "C", "C", "H", "H", "H", "H", "H", "H", "H", "H", "H", "H", "H", "H", "H", "H", "N", "C", "C", "C", "C", "C", "N", "C", "C", "C", "C", "C", "N", "H", "H", "H", "H", "H", "H", "H", "H", "H", "N", "P", "C", "C", "C", "C", "C", "C", "C", "C", "C", "C", "C", "C", "C", "C", "C", "C", "C", "N", "H", "H", "H", "H", "H", "H", "H", "H", "H", "H", "H", "H", "H", "H", "H", "C", "C", "C", "C", "Cl", "C", "C", "C", "O", "C", "C", "O", "O", "H", "H", "H", "H", "H", "H", "H", "H"], "positions_angstrom": [[-0.5363, 0.4131, -0.3928], [-2.4106, -3.6623, 0.4179], [-2.3177, -3.7829, 1.7677], [-2.9684, -4.8247, 2.4115], [-2.9415, -4.8939, 3.7995], [-2.2883, -3.9247, 4.5501], [-1.6166, -2.8988, 3.8938], [-1.5911, -2.8419, 2.5087], [-0.8142, -1.7785, 1.7738], [-1.5580, -1.2049, 0.7668], [0.4069, -2.4530, 1.1947], [0.7960, -2.1461, -0.0102], [1.7710, -2.7484, -0.5908], [2.0876, -2.4604, -1.9878], [0.6563, -1.6471, -2.9753], [3.1682, -2.8007, -2.6936], [4.4106, -3.4306, -2.2008], [5.1705, -4.1776, -3.1041], [6.3445, -4.8006, -2.7102], [6.7943, -4.6766, -1.4024], [6.0648, -3.9143, -0.5012], [4.8887, -3.2950, -0.8966], [-2.1638, -2.7243, 0.2279], [-3.5092, -5.5528, 1.8194], [-3.4544, -5.7068, 4.2989], [-2.2984, -3.9692, 5.6313], [-1.1013, -2.1234, 4.4557], [-0.4526, -1.0559, 2.5070], [0.8708, -3.1887, 1.7171], [2.3235, -3.5497, -0.1030], [3.1311, -2.6347, -3.7633], [4.8245, -4.2760, -4.1271], [6.9105, -5.3835, -3.4261], [7.7098, -5.1631, -1.0912], [6.4208, -3.7918, 0.5152], [4.3533, -2.6750, -0.1945], [2.6192, 3.2669, -1.3961], [1.9308, 3.8480, -0.3239], [2.7021, 4.5635, 0.6021], [2.0646, 5.1521, 1.6691], [0.6848, 5.0246, 1.7884], [0.0221, 4.3036, 0.8172], [0.6185, 3.7152, -0.2292], [2.1904, 2.6379, -2.5618], [3.1836, 2.3195, -3.5046], [2.8100, 1.7471, -4.6959], [1.4631, 1.4927, -4.9366], [0.5753, 1.8039, -3.9313], [0.9117, 2.3551, -2.7585], [3.6114, 3.4262, -1.3696], [3.7749, 4.6451, 0.4765], [2.6365, 5.6992, 2.4079], [0.1430, 5.4548, 2.6189], [-1.0507, 4.1758, 0.8812], [4.2246, 2.5323, -3.2921], [3.5612, 1.4967, -5.4346], [1.1228, 1.0448, -5.8597], [-0.4833, 1.5862, -4.0547], [-3.5479, 1.5206, -2.3535], [-3.0081, 1.9607, -0.7896], [-3.0552, 3.7661, -0.9966], [-2.3429, 4.3381, -2.0530], [-2.2662, 5.7161, -2.1803], [-2.8848, 6.5367, -1.2460], [-3.5771, 5.9759, -0.1825], [-3.6601, 4.5960, -0.0534], [-4.3668, 1.5740, 0.3450], [-4.0715, 0.8262, 1.4815], [-5.0915, 0.4771, 2.3620], [-6.3937, 0.8705, 2.1052], [-6.6930, 1.6179, 0.9673], [-5.6826, 1.9695, 0.0908], [-3.4957, 0.2005, -2.7743], [-4.1800, -0.2304, -3.9141], [-4.1190, -1.5688, -4.2355], [-3.3890, -2.4392, -3.4316], [-2.7251, -1.9107, -2.3440], [-2.7657, -0.6130, -2.0169], [-4.1441, 2.1490, -2.8695], [-1.8201, 3.7037, -2.7593], [-1.7080, 6.1499, -3.0001], [-2.8198, 7.6133, -1.3433], [-4.0522, 6.6125, 0.5532], [-4.1948, 4.1644, 0.7835], [-3.0539, 0.5040, 1.6753], [-4.8592, -0.1081, 3.2429], [-7.1869, 0.5925, 2.7883], [-7.7127, 1.9251, 0.7712], [-5.9147, 2.5549, -0.7925], [-4.7469, 0.4720, -4.5123], [-4.6435, -1.9367, -5.1088], [-3.3340, -3.4976, -3.6411], [-2.1205, -2.5449, -1.7073], [4.5659, -0.3810, 1.6689], [3.6173, -1.2049, 2.4992], [3.6712, -2.5940, 2.4967], [2.8086, -3.3302, 3.2936], [2.8819, -5.0721, 3.2391], [1.8981, -2.7076, 4.1304], [1.8392, -1.3207, 4.1452], [2.6792, -0.5845, 3.3256], [2.6141, 0.7830, 3.3472], [1.7645, 1.2825, 2.3417], [0.2914, 1.2263, 2.7196], [-0.0485, 1.0702, 3.8777], [-0.4911, 1.3472, 1.7011], [5.4665, -0.9474, 1.4365], [4.8490, 0.5239, 2.2061], [4.1116, -0.0682, 0.7241], [4.3993, -3.1096, 1.8828], [1.2426, -3.2995, 4.7556], [1.1277, -0.7865, 4.7621], [1.9279, 0.7539, 1.3942], [2.0133, 2.3350, 2.1936]], "forces_ev_per_a": [[0.043, -0.043, 0.111], [0.013, -0.103, 0.119], [-0.042, 0.101, -0.116], [-0.029, -0.024, 0.128], [0.026, 0.002, -0.047], [0.023, 0.003, -0.057], [0.064, -0.045, 0.011], [-0.143, -0.018, 0.025], [0.117, -0.212, -0.173], [0.175, -0.021, -0.055], [-0.243, 0.142, 0.083], [-0.045, 0.092, -0.041], [0.098, 0.027, -0.227], [-0.228, -0.072, 0.179], [0.195, -0.044, -0.067], [0.266, -0.104, 0.047], [-0.140, 0.057, -0.056], [0.016, -0.053, -0.018], [-0.032, 0.026, 0.002], [-0.015, -0.013, -0.018], [-0.018, 0.021, -0.013], [0.034, 0.022, -0.033], [0.021, 0.009, 0.113], [0.010, 0.027, 0.017], [-0.005, 0.011, -0.003], [-0.005, 0.004, -0.009], [-0.041, -0.072, -0.039], [-0.047, 0.176, 0.031], [-0.046, 0.034, -0.036], [0.022, -0.025, 0.016], [0.036, 0.018, 0.004], [0.013, -0.007, 0.021], [-0.012, 0.012, 0.010], [-0.010, 0.014, -0.005], [-0.012, -0.010, -0.011], [-0.050, 0.068, 0.007], [-0.116, -0.105, 0.096], [-0.001, -0.090, -0.416], [0.042, 0.028, 0.050], [0.053, 0.016, 0.058], [-0.009, -0.016, 0.010], [0.017, -0.078, -0.067], [-0.053, 0.042, 0.233], [0.026, 0.040, 0.098], [0.055, 0.016, -0.017], [0.058, -0.025, -0.032], [-0.002, 0.000, 0.003], [-0.102, -0.014, 0.089], [-0.077, 0.071, -0.125], [0.004, 0.001, 0.004], [-0.006, -0.005, 0.007], [-0.007, 0.004, -0.012], [0.006, 0.003, -0.031], [-0.032, -0.053, -0.033], [-0.014, 0.001, -0.012], [-0.009, 0.013, 0.008], [0.001, 0.004, 0.026], [0.014, 0.014, 0.019], [0.078, 0.067, -0.072], [-0.012, 0.092, 0.155], [0.043, 0.024, 0.086], [0.042, 0.000, 0.020], [-0.010, -0.034, 0.018], [-0.012, 0.002, 0.012], [0.023, 0.000, -0.002], [-0.017, -0.013, -0.034], [-0.057, 0.035, -0.027], [0.018, 0.002, 0.013], [0.032, 0.018, -0.022], [-0.023, 0.012, -0.035], [0.016, 0.000, 0.029], [-0.005, -0.073, 0.022], [-0.004, 0.113, 0.098], [-0.001, 0.011, -0.003], [0.008, -0.041, -0.029], [-0.017, 0.011, -0.011], [0.056, 0.059, 0.016], [0.021, -0.202, -0.091], [-0.054, -0.046, 0.006], [0.006, 0.000, 0.013], [-0.005, -0.011, 0.006], [0.000, -0.018, 0.004], [0.003, -0.010, -0.009], [0.003, 0.011, -0.011], [-0.028, 0.026, -0.004], [-0.001, 0.007, -0.022], [0.013, 0.010, -0.008], [0.012, -0.012, 0.003], [0.002, -0.002, -0.001], [0.005, -0.014, 0.026], [0.004, -0.002, 0.021], [0.010, 0.016, -0.003], [-0.023, 0.047, -0.095], [-0.048, -0.017, 0.029], [0.088, 0.000, -0.019], [0.008, -0.030, 0.024], [0.082, 0.055, 0.080], [-0.012, 0.028, -0.021], [0.033, -0.021, 0.075], [-0.040, -0.157, 0.035], [0.005, -0.201, 0.093], [0.334, 0.092, 0.039], [0.021, 0.382, 0.012], [-0.215, -0.325, -0.217], [-0.107, 0.131, 0.074], [-0.257, 0.199, -0.033], [0.012, -0.026, -0.039], [-0.005, -0.017, -0.007], [-0.021, -0.031, -0.002], [-0.013, -0.015, 0.057], [0.006, 0.005, -0.025], [0.062, -0.008, -0.008], [0.005, -0.003, -0.023], [0.082, 0.008, -0.049]]}


3.
{"formula": "C6H10Cl3OP", "method": "the ωB97M-V functional and the def2-TZVPD basis", "orbital_gap_ha": 0.337, "spin_multiplicity": 1, "total_charge": 0, "symbols": ["C", "C", "C", "C", "C", "C", "O", "P", "Cl", "Cl", "Cl", "H", "H", "H", "H", "H", "H", "H", "H", "H", "H"], "positions_angstrom": [[-1.9794, 1.9713, -0.1679], [-1.6849, 0.7003, -0.2623], [0.7057, 1.0284, 0.0851], [0.1085, -1.0228, -1.2583], [-0.3560, -0.8797, 1.1334], [-0.3831, -0.0123, -0.1576], [-5.1115, -0.4783, -0.9222], [-3.7433, -0.3996, -0.2597], [-3.5954, 2.3881, -0.4284], [-3.0540, -2.2428, -0.5197], [-3.8906, -0.1466, 1.8115], [-1.2101, 2.8843, -0.0775], [0.4733, 2.0171, -0.3642], [0.8015, 1.0481, 1.0887], [1.5711, 0.7707, -0.3463], [1.1316, -1.5235, -0.9466], [-0.6789, -1.7377, -1.2956], [0.1850, -0.4282, -2.1234], [-0.5253, -0.3357, 2.0836], [-1.1270, -1.6975, 1.3141], [0.6914, -1.4098, 1.2526]], "forces_ev_per_a": [[1.842, 2.215, -0.375], [-1.800, -1.849, -0.731], [-3.246, 1.853, -1.999], [0.589, 0.472, 1.948], [0.510, -1.948, 2.131], [1.051, -1.976, 1.333], [2.966, 1.310, 1.142], [-0.592, 0.383, -0.012], [-1.025, 1.310, 0.073], [0.440, -1.049, 0.085], [-0.098, -0.248, -0.781], [-2.013, -2.346, -0.056], [0.145, -0.557, 0.524], [0.658, 0.945, 3.258], [3.307, -1.348, -1.511], [-2.186, 1.221, -0.634], [-0.148, -0.898, -0.676], [0.350, 0.125, -1.594], [0.352, 0.427, -0.604], [0.878, 0.835, -1.167], [-1.980, 1.123, -0.355]]}


4.
{"formula": "C33H44ClN6O2SSi3Ti", "method": "the ωB97M-V functional and the def2-TZVPD basis", "s2": 0.7542, "orbital_gap_ha": [0.199, 0.196], "spin_multiplicity": 2, "total_charge": 0, "symbols": ["Ti", "N", "C", "S", "N", "N", "C", "C", "C", "C", "C", "C", "N", "H", "H", "H", "H", "H", "H", "H", "Cl", "C", "C", "C", "C", "O", "C", "C", "N", "C", "C", "C", "C", "C", "C", "C", "C", "N", "C", "C", "H", "H", "H", "H", "H", "H", "H", "H", "H", "H", "C", "O", "Si", "C", "C", "C", "Si", "C", "C", "C", "Si", "C", "C", "C", "H", "H", "H", "H", "H", "H", "H", "H", "H", "H", "H", "H", "H", "H", "H", "H", "H", "H", "H", "H", "H", "H", "H", "H", "H", "H", "H"], "positions_angstrom": [[-0.3977, -0.3157, 0.3125], [-0.4874, 2.8037, 3.5780], [-0.2253, 1.6839, 2.8646], [0.4662, 1.8840, 1.2864], [-0.5105, 0.5441, 3.4543], [-0.2753, -0.5222, 2.6446], [-0.1913, -1.6647, 3.2173], [0.1449, -2.8054, 2.3707], [0.2685, -4.1041, 2.8459], [0.6365, -5.1000, 1.9573], [0.8684, -4.7678, 0.6302], [0.7048, -3.4475, 0.2409], [0.3555, -2.4914, 1.0904], [-0.1181, 3.6740, 3.2388], [-0.6684, 2.7011, 4.5630], [-0.3013, -1.7597, 4.2938], [0.0830, -4.3195, 3.8896], [0.7448, -6.1222, 2.2952], [1.1660, -5.5132, -0.0930], [0.8560, -3.1344, -0.7846], [-3.9547, -2.9472, -5.7346], [-3.1662, -2.5658, -4.2328], [-2.8719, -3.5916, -3.3308], [-2.2501, -3.3020, -2.1399], [-1.8796, -1.9839, -1.8160], [-1.2439, -1.7462, -0.6930], [-2.1957, -0.9651, -2.7267], [-2.0485, 0.4121, -2.3337], [-1.3831, 0.8471, -1.3248], [-1.8667, 2.0827, -0.8136], [-1.7945, 3.3025, -1.4053], [-2.4631, 4.3976, -0.8030], [-3.2146, 4.2371, 0.3249], [-3.2906, 2.9696, 0.9623], [-4.0408, 2.6948, 2.1262], [-4.0023, 1.4438, 2.6728], [-3.1577, 0.4733, 2.1028], [-2.4491, 0.6857, 1.0198], [-2.5559, 1.9100, 0.4139], [-2.8521, -1.2675, -3.9281], [-3.1412, -4.6092, -3.5792], [-2.0185, -4.0840, -1.4281], [-2.6688, 1.1285, -2.8775], [-1.2271, 3.4276, -2.3174], [-2.3899, 5.3717, -1.2674], [-3.7545, 5.0733, 0.7505], [-4.6373, 3.4803, 2.5732], [-4.5680, 1.1970, 3.5592], [-3.0384, -0.4931, 2.5787], [-3.0963, -0.4699, -4.6181], [2.6026, -0.7184, 0.6083], [1.6508, -0.4412, -0.4205], [2.2370, -0.1214, -2.0834], [4.0465, -0.6432, -1.9675], [1.4672, -1.5650, -3.0255], [1.8535, 1.5066, -2.6450], [1.3555, 1.7499, -4.3769], [-0.1817, 0.8096, -4.9668], [0.8904, 3.5364, -4.8121], [2.7028, 1.2674, -5.6193], [2.7507, 2.9280, -1.9189], [3.6990, 2.5766, -0.3177], [1.6291, 4.3805, -1.4588], [4.1012, 3.6259, -3.0491], [3.4381, -0.0240, 0.5502], [2.9828, -1.7395, 0.5247], [2.1300, -0.5929, 1.5828], [4.2095, -1.6228, -1.5130], [4.6920, 0.0843, -1.4809], [4.3781, -0.7095, -3.0086], [1.9796, -2.4909, -2.7452], [1.5907, -1.4475, -4.1021], [0.4028, -1.6937, -2.8275], [-1.0830, 1.3656, -4.6910], [-0.2570, -0.1932, -4.5570], [-0.1834, 0.7244, -6.0569], [-0.0084, 3.8496, -4.2747], [0.6584, 3.5738, -5.8804], [1.6669, 4.2731, -4.6128], [2.8543, 0.1840, -5.6244], [3.6568, 1.7256, -5.3530], [2.4468, 1.5706, -6.6381], [3.0877, 2.1115, 0.4525], [4.0352, 3.5392, 0.0792], [4.5912, 1.9707, -0.4774], [2.2047, 5.2259, -1.0721], [1.0388, 4.7378, -2.3023], [0.9427, 4.0563, -0.6741], [4.8609, 2.8556, -3.2070], [4.5909, 4.4881, -2.5881], [3.7388, 3.9326, -4.0307]], "forces_ev_per_a": [[0.369, -0.456, -0.013], [0.041, -0.014, -0.001], [0.081, 0.060, -0.122], [-0.090, -0.077, 0.074], [0.018, -0.002, 0.137], [-0.053, 0.168, -0.106], [0.001, 0.068, -0.109], [0.006, 0.023, -0.056], [0.017, -0.022, 0.059], [0.007, 0.025, -0.035], [0.000, 0.023, 0.067], [0.099, -0.076, -0.040], [-0.151, 0.079, 0.062], [-0.006, 0.000, 0.008], [-0.010, 0.001, -0.002], [0.005, 0.016, -0.016], [-0.003, 0.003, 0.003], [-0.003, 0.002, 0.004], [0.006, 0.001, -0.015], [-0.010, -0.019, -0.010], [0.005, 0.003, 0.012], [-0.001, -0.036, 0.006], [-0.010, 0.044, -0.039], [0.079, -0.018, 0.072], [0.134, -0.069, -0.112], [-0.229, 0.261, -0.069], [-0.013, -0.006, -0.004], [0.048, 0.164, -0.065], [-0.042, -0.260, 0.292], [0.027, 0.037, -0.007], [-0.042, -0.008, 0.005], [-0.029, 0.008, 0.031], [-0.005, 0.013, -0.009], [0.127, 0.028, -0.091], [0.018, -0.021, -0.010], [-0.023, 0.023, 0.019], [0.046, 0.010, -0.041], [0.053, 0.020, 0.032], [-0.097, -0.113, 0.037], [0.009, 0.051, -0.020], [0.002, -0.009, 0.006], [-0.007, -0.010, -0.005], [0.015, -0.029, 0.004], [0.030, -0.006, -0.027], [0.005, 0.007, -0.006], [-0.005, 0.005, 0.012], [-0.010, 0.012, 0.012], [-0.008, -0.002, 0.015], [-0.012, 0.012, -0.006], [-0.002, 0.003, -0.006], [0.147, -0.023, 0.101], [-0.496, -0.064, 0.051], [-0.047, 0.082, -0.077], [-0.013, 0.061, -0.109], [0.000, -0.032, 0.125], [0.009, 0.088, 0.137], [0.122, 0.022, -0.006], [-0.036, 0.069, 0.016], [-0.025, -0.065, -0.009], [-0.030, 0.006, 0.014], [-0.039, -0.068, -0.134], [-0.008, 0.083, -0.023], [-0.003, -0.049, 0.040], [0.026, -0.019, 0.036], [-0.006, -0.007, -0.009], [-0.019, 0.016, -0.015], [0.009, 0.013, -0.045], [-0.016, -0.027, 0.031], [0.044, 0.022, 0.050], [0.023, -0.004, -0.014], [-0.020, -0.019, 0.021], [0.025, 0.026, -0.057], [-0.011, 0.016, -0.054], [-0.036, -0.022, 0.023], [-0.026, -0.100, 0.013], [0.032, 0.031, -0.021], [-0.029, 0.019, 0.021], [-0.004, 0.026, -0.016], [0.030, 0.017, 0.003], [0.005, -0.030, 0.010], [0.024, 0.032, -0.002], [0.002, -0.009, -0.031], [-0.050, -0.028, 0.059], [0.014, 0.010, 0.011], [0.032, -0.044, -0.018], [0.048, -0.001, 0.003], [-0.033, 0.003, -0.064], [-0.075, 0.031, 0.044], [0.036, -0.004, -0.027], [0.009, 0.023, 0.010], [-0.005, 0.000, -0.016]]}